[1]
{"formula": "C4H6N2O", "method": "ωB97M-V with the def2-TZVPD basis set", "species": ["N", "C", "N", "C", "C", "O", "C", "H", "H", "H", "H", "H", "H"], "coordinates": [[-3.72, -0.21, -0.39], [-2.57, -0.27, -0.29], [-1.25, -0.45, -0.09], [-0.47, 0.29, 0.90], [0.85, 0.46, 0.22], [0.57, 0.43, -1.13], [-0.44, -0.49, -1.38], [-0.30, -0.07, 1.88], [-1.09, 1.25, 1.00], [1.39, 1.26, 0.54], [1.48, -0.52, 0.41], [-0.05, -1.54, -1.61], [-1.22, -0.24, -2.16]], "spin_multiplicity": 1, "smiles": "N#CN1CCOC1", "homo_energy_ha": -0.354}


[2]
{"formula": "C4H6N2O", "method": "ωB97M-V with the def2-TZVPD basis set", "species": ["C", "C", "N", "C", "C", "O", "N", "H", "H", "H", "H", "H", "H"], "coordinates": [[-0.07, 0.18, 0.93], [0.41, -0.23, -0.45], [1.73, -0.10, -0.75], [-1.84, -0.59, -0.35], [-0.64, -0.74, -1.14], [0.41, 1.41, 1.40], [-1.54, 0.10, 0.78], [-0.07, 2.11, 0.94], [0.24, -0.57, 1.67], [2.29, 0.48, -0.15], [2.03, -0.21, -1.70], [-2.34, -0.73, 0.97], [-0.62, -1.11, -2.16]], "spin_multiplicity": 1, "homo_energy_ha": -0.302}


[3]
{"formula": "C4H6N2O", "method": "ωB97M-V with the def2-TZVPD basis set", "species": ["C", "C", "C", "N", "C", "O", "N", "H", "H", "H", "H", "H", "H"], "coordinates": [[-1.05, 0.78, 1.24], [-0.81, -0.49, 0.68], [-1.11, -0.44, -0.72], [0.07, -0.41, -1.30], [1.03, -0.37, -0.21], [2.32, -0.52, -0.61], [0.49, -0.92, 0.87], [-0.52, 1.05, 2.15], [-1.97, 1.32, 1.04], [0.52, 1.09, 0.18], [-2.04, -0.21, -1.22], [0.26, -0.18, -2.27], [2.83, -0.71, 0.19]], "spin_multiplicity": 1, "homo_energy_ha": [-0.289, -0.289]}


Short version: calculated total energy = -340.697583; -340.633347; -340.591708 Eh, in the order given.
Short version: energy relative to the best compared isomer or geometry (same formula, charge and spin) = 255.5; 424.2; 533.5 kJ/mol, in the order given.